No. 1
Density functional theory data (ωB97M-V/def2-TZVPD) for a 3-piece molecular cluster, C5H15NO3 overall in a non-equilibrium geometry.

Each line ends with the Mulliken charge.
Element x y z (Å)
C  0.18995  2.93882  0.29223  -1.29
C  -0.68555  1.67580  0.40371  -0.27
N  0.16512  0.51871  -0.02926  -0.04
C  0.47389  -0.59987  0.67922  0.14
O  1.39826  -1.25866  0.19000  -0.64
C  -0.06806  -1.21554  1.94238  -0.35
C  -1.21843  -2.13171  1.41009  -0.96
H  -0.39938  3.85357  0.39160  0.38
H  0.54548  3.13726  -0.73604  0.33
H  0.98424  2.84045  0.97920  0.37
H  -1.44293  1.75399  -0.35850  0.25
H  -1.20232  1.54769  1.37232  0.31
H  1.03553  0.81626  -0.48470  0.26
H  -0.54439  -0.61807  2.78565  0.28
H  0.69817  -1.73835  2.50486  0.35
H  -2.20388  -1.69053  1.50568  0.31
H  -1.02667  -2.61435  0.43087  0.26
H  -1.34003  -2.85651  2.24278  0.31
O  2.45434  0.89992  -2.79873  -0.67
H  3.28264  0.44372  -2.62612  0.32
H  1.77381  0.21562  -2.75911  0.33
O  -0.78283  -1.80346  -2.75222  -0.66
H  -0.45584  -1.84230  -1.84296  0.37
H  -1.63111  -2.27249  -2.74294  0.30

SMILES = CCNC(=O)CC.O.O
Total charge = 0
HOMO level = -0.3537 Eh
Relative energy (zero: lowest compared OMol25 entry of this formula, charge and spin) = 1.525 eV
E_LUMO = 0.02783 hartree

---

No. 2
Density functional theory data (ωB97M-V/def2-TZVPD) for a 3-piece molecular cluster, C5H15NO3S overall in a non-equilibrium geometry.

Each line ends with the Mulliken charge.
Element x y z (Å)
C  -0.63126  -1.99058  -1.70929  -1.35
C  -0.12624  -1.32094  -0.41461  0.57
C  1.25133  -0.72871  -0.72514  0.17
O  2.09371  -1.34989  -1.33657  -0.64
N  1.57265  0.47212  -0.10195  -0.12
C  0.65849  1.61209  -0.04919  -0.35
C  0.30555  2.01621  1.35809  -0.76
S  -0.62648  3.59013  1.36099  -0.19
H  -1.71984  -2.15068  -1.63713  0.39
H  -0.63215  -1.26228  -2.52117  0.34
H  -0.14487  -2.94953  -1.79905  0.31
H  -0.06485  -1.99485  0.43298  0.08
H  -0.75271  -0.50862  -0.09153  -0.17
H  2.52946  0.73475  -0.27784  0.28
H  -0.25051  1.26239  -0.53370  0.13
H  0.96840  2.40570  -0.73423  0.50
H  1.17697  2.17408  1.98194  0.38
H  -0.20873  1.20957  1.83234  0.33
H  0.45277  4.26155  0.94130  0.11
O  -2.82497  1.10995  -0.85604  -0.60
H  -3.55607  1.04399  -1.47584  0.30
H  -2.81290  0.33462  -0.29045  0.33
O  1.30350  -2.88537  1.93856  -0.66
H  1.56352  -2.02291  2.29935  0.32
H  0.47522  -3.06279  2.40819  0.31

SMILES = CCC(=O)NCCS.O.O
Total charge = 0
HOMO level = -0.3373 Eh
Relative energy (zero: lowest compared OMol25 entry of this formula, charge and spin) = 0.989 eV
E_LUMO = 0.01334 hartree

---

No. 3
Density functional theory data (ωB97M-V/def2-TZVPD) for a 3-piece molecular cluster, C5H15NOS overall in a non-equilibrium geometry.

Each line ends with the Mulliken charge.
Element x y z (Å)
C  -2.07086  -0.66310  -1.46657  -0.82
N  -0.94410  -0.97198  -0.55184  -0.43
C  0.36972  -0.69170  -1.15953  0.44
C  1.37107  -0.53433  0.01930  -0.84
C  0.98605  0.63949  0.84600  -0.85
S  0.23393  0.50201  2.39240  -0.01
C  0.76130  -1.92092  -1.97564  -1.29
H  -1.68081  -0.67943  -2.48313  0.34
H  -2.43803  0.34474  -1.26908  0.26
H  -2.86733  -1.39137  -1.33330  0.27
H  -1.04453  -0.33310  0.23339  0.07
H  0.34259  0.16849  -1.83529  0.33
H  2.29467  -0.25033  -0.48559  0.29
H  1.36198  -1.50448  0.51118  0.44
H  -1.73219  0.96378  1.75425  -0.03
H  1.61326  1.48356  1.10711  0.48
H  0.87444  1.54120  2.94692  0.23
H  1.69120  -1.74806  -2.53652  0.36
H  0.02812  -2.16882  -2.73652  0.35
H  1.05376  -2.72775  -1.30568  0.33
H  -0.46191  2.04941  0.17566  0.36
H  0.00309  3.19624  -0.76883  0.30
O  -0.54690  2.41376  -0.71892  -0.57

Total charge = 0
HOMO level = -0.2714 Eh
Relative energy (zero: lowest compared OMol25 entry of this formula, charge and spin) = 5.951 eV
E_LUMO = -0.04113 hartree

---

Frontier orbital gap (eV)
10.38; 9.54; 6.27